Record 1
Entry from OMol25: a single C18H23ClN2O3S molecule in a non-equilibrium geometry (the ωB97M-V functional and the def2-TZVPD basis).

Results
Orbital gap: 8.6 eV
HOMO energy: -8.07 eV
E_LUMO: 0.0194 hartree

Each line ends with the Mulliken charge.
Positions of all 48 atoms, in Å:
C -2.6281 -2.2676 1.3876  -1.35
N -1.3953 -1.8011 0.7936  0.65
C -0.8855 -2.6644 -0.2565  -1.01
C -0.9446 -1.9910 -1.6392  -0.49
O -2.2744 -1.6770 -1.9969  -0.47
C -2.8595 -0.5458 -1.5220  -0.06
C -4.2569 -0.5479 -1.5173  -0.27
C -4.9680 0.5527 -1.0873  -0.60
C -4.2825 1.6771 -0.6557  0.30
Cl -5.1620 3.0582 -0.0936  -0.24
C -2.8996 1.7052 -0.6735  -1.06
C -2.1895 0.6008 -1.1066  0.34
C -0.4027 -1.3545 1.7589  -1.92
C 0.2750 -0.1136 1.2366  0.87
C -0.2218 1.1470 1.5517  -0.45
C 0.3350 2.2926 1.0071  -0.92
C 1.3976 2.1949 0.1227  -0.51
C 1.8941 0.9430 -0.1828  0.25
S 3.2950 0.7796 -1.2920  1.25
O 3.2741 -0.5409 -1.8490  -0.71
O 3.3242 1.9068 -2.1736  -0.73
N 4.6417 0.8828 -0.3054  0.01
C 4.8167 -0.2320 0.5891  -0.83
C 4.8650 2.1850 0.2680  -0.90
C 1.3579 -0.2022 0.3707  -0.44
H -3.0479 -1.4767 2.0078  0.38
H -2.4968 -3.1712 2.0036  0.33
H -3.3424 -2.4836 0.5958  0.44
H -1.4809 -3.5828 -0.3042  0.48
H 0.1552 -2.9500 -0.0676  0.45
H -0.2922 -1.1151 -1.6695  0.21
H -0.6050 -2.7021 -2.3972  0.45
H -4.7706 -1.4317 -1.8618  0.46
H -6.0466 0.5392 -1.0816  0.41
H -2.3716 2.5897 -0.3537  0.54
H -1.1139 0.6544 -1.1178  0.32
H 0.3475 -2.1346 1.9678  0.33
H -0.9127 -1.1151 2.6938  0.60
H -1.0650 1.2296 2.2209  0.38
H -0.0651 3.2618 1.2640  0.50
H 1.8316 3.0624 -0.3478  0.54
H 4.5723 -1.1331 0.0326  0.29
H 5.8580 -0.2779 0.9088  0.35
H 4.1735 -0.1589 1.4767  0.29
H 5.9104 2.2743 0.5642  0.34
H 4.2285 2.3686 1.1441  0.32
H 4.6466 2.9187 -0.5036  0.31
H 1.7813 -1.1540 0.0900  0.56

---

Record 2
Entry from OMol25: a single C20H20Cl2N4O molecule in a non-equilibrium geometry (the ωB97M-V functional and the def2-TZVPD basis).

Results
Orbital gap: 9.1 eV
HOMO energy: -8.52 eV
E_LUMO: 0.0204 hartree

Each line ends with the Mulliken charge.
Positions of all 47 atoms, in Å:
C -3.0156 -1.0663 -0.2783  -1.00
N -2.0820 -1.6981 -1.2362  0.38
C -1.4285 -2.9376 -0.9053  -1.66
C -0.2261 -2.6092 -0.1118  0.90
C -0.2500 -2.5943 1.3090  -0.71
C 0.8423 -2.1319 2.0336  -0.67
C 1.9624 -1.6168 1.3569  0.89
C 3.0894 -0.9897 2.1617  -1.25
C 2.7151 0.3364 2.6879  0.27
C 1.4854 0.8951 2.9444  -0.16
N 1.5599 2.2478 3.3077  -0.58
C 2.8568 2.5247 3.2411  -0.32
N 3.5763 1.3892 2.8794  -0.08
C 2.0084 -1.6663 -0.0308  -0.56
C 0.9492 -2.1829 -0.7505  -0.46
C -1.7580 -1.0301 -2.4344  0.38
O -1.4671 -1.6705 -3.4362  -0.67
N -1.9416 0.3523 -2.6122  0.33
C -1.8534 0.9016 -3.9722  -0.97
C -1.3589 1.2414 -1.7175  -1.16
C -2.1172 2.3363 -1.1976  -0.20
C -1.6053 3.1961 -0.2350  -0.22
Cl -2.6648 4.4371 0.3903  -0.23
C -0.2736 3.0741 0.1819  -0.53
C 0.5215 2.1030 -0.4159  0.18
Cl 2.2348 1.9591 -0.1455  -0.18
C -0.0368 1.1833 -1.3161  0.45
H -3.6345 -1.8165 0.2493  0.37
H -2.4716 -0.4631 0.4430  0.28
H -3.7778 -0.4559 -0.8292  0.33
H -1.0432 -3.4639 -1.8124  0.36
H -2.0942 -3.6534 -0.3794  0.57
H -1.0931 -3.0247 1.8735  0.32
H 0.8200 -2.1269 3.1393  0.42
H 3.9742 -0.9036 1.5213  0.38
H 3.3466 -1.6555 3.0052  0.37
H 0.5471 0.3546 2.8188  0.49
H 3.2394 3.5344 3.3920  0.38
H 4.5886 1.3111 2.7801  0.19
H 2.8650 -1.2989 -0.5580  0.36
H 0.9657 -2.1898 -1.8490  0.43
H -2.2936 1.9433 -4.0211  0.30
H -2.3970 0.3166 -4.7235  0.35
H -0.8416 0.9835 -4.3208  0.38
H -3.1242 2.4683 -1.5453  0.50
H 0.1062 3.7365 0.9027  0.52
H 0.5951 0.4202 -1.7848  0.53

---

Record 3
Entry from OMol25: a molecular structure, C18H11Cl5F6MnN4O5S3 (the ωB97M-V functional and the def2-TZVPD basis).

Results
2S+1: 6
Orbital gap (alpha / beta): 8.2 / 8.2 eV
HOMO energy (alpha / beta): -8.06 / -8.15 eV
E_LUMO (alpha / beta): 0.0046 / 0.0028 hartree

Each line ends with the Löwdin spin population.
Positions of all 53 atoms, in Å:
Mn 0.2869 0.0590 -0.5636  4.70
Cl 5.4449 4.6499 1.5358  0.00
C 4.0555 3.8814 0.8693  0.00
C 4.1487 2.6042 0.3218  0.00
Cl 5.6603 1.7807 0.3058  0.00
C 3.0203 1.9939 -0.2036  0.01
Cl 3.1138 0.4028 -0.8912  0.02
C 1.7546 2.6130 -0.2065  0.01
O 0.6912 2.0245 -0.6558  0.07
C 1.6970 3.9118 0.3375  0.00
Cl 0.1571 4.6827 0.3656  0.00
C 2.8194 4.5299 0.8705  0.00
Cl 2.6824 6.1003 1.5556  0.00
S 2.1754 -1.3825 3.4583  0.01
C 1.5209 -1.3146 1.8794  0.01
N 0.9649 -0.1939 1.5382  0.03
C 1.0074 0.7212 2.5851  0.00
C 0.4782 2.0111 2.5618  0.00
C 0.6228 2.7973 3.6830  0.00
C 1.2765 2.3168 4.8260  0.00
C 1.7875 1.0356 4.8682  0.00
C 1.6444 0.2424 3.7322  0.00
H 1.5973 -2.1542 1.2032  0.00
H -0.0270 2.3728 1.6750  0.00
H 0.2305 3.8056 3.6773  0.00
H 1.3828 2.9607 5.6885  0.00
H 2.2888 0.6629 5.7509  0.00
C -3.7726 -1.3235 -3.8251  0.00
N -3.6260 -0.1984 -2.8937  0.01
C -4.7893 0.1295 -2.0640  0.00
C -2.4436 -0.0198 -2.3556  0.02
N -1.4074 0.1670 -1.8831  0.03
H -4.5921 -1.0941 -4.5038  0.00
H -3.9768 -2.2471 -3.2826  0.00
H -2.8569 -1.4331 -4.4004  0.00
H -5.6239 0.3614 -2.7231  0.00
H -4.5669 1.0041 -1.4581  0.00
H -5.0465 -0.7106 -1.4175  0.00
F 1.9178 -2.6964 -3.9653  0.00
C 0.6353 -2.7873 -3.6480  0.00
F 0.0803 -3.7860 -4.3197  0.00
F 0.0245 -1.6484 -3.9784  0.00
S 0.4927 -3.0672 -1.8349  0.01
O 1.0974 -1.8588 -1.2588  0.04
O 1.1625 -4.2958 -1.5587  0.00
N -1.0646 -3.1354 -1.6958  0.00
S -1.8838 -2.6561 -0.4481  0.00
O -3.2379 -2.3834 -0.8262  0.00
O -1.1949 -1.6882 0.3829  0.03
C -1.9469 -4.1640 0.5991  0.00
F -2.6505 -3.9108 1.7000  0.00
F -2.5068 -5.1681 -0.0578  0.00
F -0.7057 -4.5047 0.9484  0.00

---

Record 4
Entry from OMol25: a molecular structure, ClHN2O2 in a non-equilibrium geometry (the ωB97M-V functional and the def2-TZVPD basis).

Results
Net charge: -2
Orbital gap: 8.8 eV
HOMO energy: -1.99 eV
E_LUMO: 0.2499 hartree

Each line ends with the Mulliken charge.
Positions of all 6 atoms, in Å:
N 0.3151 1.0440 -0.9885  0.68
N 0.6539 2.1853 -1.2135  -0.45
O 0.7292 -0.0216 -1.3890  -0.75
O -0.3737 3.0815 -0.0557  -0.76
Cl -0.8813 -7.3785 3.9069  -1.00
H -0.4433 1.0893 -0.2601  0.28

---

Taking the records one at a time from the top gives molecular weight values of 382.9, 403.3, 805.7, 96.5 g mol⁻¹.
Taking the records one at a time from the top gives relative energy (zero: lowest compared OMol25 entry of this formula, charge and spin) values of 5.52, 0.00, 3.18, 64.00 kcal/mol.